Entry 1:
C28H26Cl2N3PPbSe as an isolated structure, computed with ωB97M-V/def2-TZVPD.

Calculated values
Energy relative to the best compared isomer or geometry (same formula, charge and spin) (kJ/mol): 35.6
Frontier orbital gap (eV): 8.4
F_max (hartree/bohr): 0.02776

ORCA input file:
```
! RIJCOSX wB97M-V def2-TZVPD def2/J DEFGRID3
* xyz 2 1
Pb 0.32437 -1.16105 0.83613
Cl 3.15917 -0.44115 1.04073
C 3.47457 1.15725 0.43403
C 4.78387 1.55805 0.24593
C 5.03427 2.83515 -0.23087
C 3.99117 3.71335 -0.47357
C 2.68637 3.30895 -0.26767
C 2.40947 2.01325 0.16993
P 0.68157 1.45075 0.31033
C 0.12707 1.94205 1.97223
C 1.02277 2.30845 2.97053
C 0.53717 2.68155 4.21233
C -0.82593 2.66995 4.46623
C -1.72003 2.27755 3.47963
C -1.24463 1.90175 2.23723
C -0.13203 2.59125 -0.84487
C 0.00927 2.30915 -2.20307
C -0.42683 3.22615 -3.14117
C -0.99883 4.42065 -2.72747
C -1.17173 4.68075 -1.37717
C -0.74133 3.76955 -0.42817
H 5.60577 0.89645 0.46363
H 6.05097 3.14875 -0.39987
H 4.19537 4.70935 -0.83357
H 1.87247 3.99685 -0.44397
H 2.08617 2.31085 2.77453
H 1.23147 2.99145 4.97783
H -1.19823 2.97175 5.43283
H -2.78243 2.27355 3.67703
H -1.92993 1.59445 1.45723
H 0.48337 1.38465 -2.51017
H -0.31433 3.01775 -4.19447
H -1.30703 5.15215 -3.45897
H -1.63253 5.60265 -1.06007
H -0.85143 3.98255 0.62433
Cl -4.08423 1.51025 -2.30767
C -3.70953 0.18975 -1.28027
C -4.66943 -0.72655 -0.85297
C -4.26403 -1.74055 0.00083
C -2.93563 -1.81495 0.38263
N -2.01343 -0.95185 -0.04447
C -2.39073 0.02265 -0.86437
H -5.70163 -0.64635 -1.16087
H -4.96993 -2.47385 0.35783
H -2.59303 -2.58505 1.05823
H -1.63173 0.71095 -1.20627
C 0.39737 -5.24205 -3.18867
N 0.28067 -5.44905 -1.76837
C -0.10743 -6.61805 -1.18547
C -0.03293 -6.44965 0.15723
N 0.40717 -5.17375 0.38873
C 0.72137 -4.65875 1.69553
C 0.57717 -4.56015 -0.80217
Se 1.17267 -2.80795 -1.21127
H 0.37677 -6.20745 -3.69097
H 1.34197 -4.74345 -3.41357
H -0.42153 -4.62065 -3.55747
H -0.41773 -7.47185 -1.75367
H -0.25263 -7.13725 0.94733
H 1.10507 -5.46485 2.32063
H -0.16723 -4.24395 2.17733
H 1.49317 -3.89185 1.61483
*
```



Entry 2:
C17H26IN7O2PtS as an isolated structure, computed with ωB97M-V/def2-TZVPD.

Calculated values
Energy relative to the best compared isomer or geometry (same formula, charge and spin) (kJ/mol): 0.0
Frontier orbital gap (spin up / spin down) (eV): 7.8 / 5.8
F_max (hartree/bohr): 0.00535

ORCA input file:
```
! RIJCOSX wB97M-V def2-TZVPD def2/J DEFGRID3
* xyz 2 5
Pt 0.46638 -1.37554 0.98095
C 0.81526 -2.36074 4.06499
C 0.08064 -3.42176 3.22191
N -0.80336 -2.79652 2.21440
C -1.95971 -2.08799 2.81838
C -2.31147 -0.81207 2.06619
N -1.12614 0.00087 1.72645
C -0.53374 0.84378 2.78800
C 0.15785 0.04096 3.88560
N 0.98512 -1.07208 3.36106
H 0.29066 -2.19290 5.00633
H 1.79270 -2.76232 4.32929
H 0.79719 -4.03169 2.67702
H -0.48949 -4.07997 3.88276
H -1.14200 -3.52324 1.59337
H -2.83315 -2.74188 2.84017
H -1.71543 -1.87048 3.85423
H -2.79349 -1.06290 1.11973
H -3.02782 -0.23239 2.65540
H -1.39929 0.61682 0.95795
H 0.18440 1.49275 2.28771
H -1.30343 1.47684 3.23895
H 0.77033 0.72971 4.46898
H -0.57596 -0.36699 4.57802
H 1.95867 -0.80319 3.38240
N 1.26922 4.68011 -5.71529
C 1.06521 4.01354 -4.59147
C -0.26868 3.79713 -4.12033
C -0.46780 3.11901 -2.95684
C 0.64377 2.64589 -2.23245
C 1.96399 2.85273 -2.67682
C 2.18223 3.51980 -3.84340
S 0.40409 1.82881 -0.66388
O -0.96156 2.11563 -0.27522
O 1.47059 2.29836 0.16919
N 0.61213 0.27668 -0.88372
C -0.27627 -0.47429 -1.61067
N -0.79612 -0.08181 -2.76882
C -1.52589 -0.97955 -3.42190
C -1.74338 -2.27099 -2.95676
C -1.21801 -2.57423 -1.71983
N -0.51371 -1.67235 -1.03479
H 0.49936 5.04885 -6.25662
H 2.20223 4.85462 -6.06277
H -1.10143 4.18547 -4.69276
H -1.46106 2.95060 -2.56668
H 2.78818 2.49693 -2.07425
H 3.18572 3.69922 -4.20768
H -1.95407 -0.65454 -4.36330
H -2.31202 -2.99169 -3.52357
H -1.36714 -3.54180 -1.25603
I 2.65475 -3.43603 0.31396
C 2.62474 -1.36784 0.67919
H 2.87326 -0.82182 -0.22062
H 3.24295 -1.12354 1.53394
*
```



Entry 3:
C48H58N4O4PSSiSr as an isolated structure, computed with ωB97M-V/def2-TZVPD.

Calculated values
Energy relative to the best compared isomer or geometry (same formula, charge and spin) (kJ/mol): 0.0
Frontier orbital gap (eV): 3.9
F_max (hartree/bohr): 0.09437

ORCA input file:
```
! RIJCOSX wB97M-V def2-TZVPD def2/J DEFGRID3
* xyz 1 1
Sr -0.25436 0.15833 -0.16834
C 2.64012 0.22298 1.95794
C 1.49361 -0.10581 2.79118
C 1.81345 -0.65488 4.10665
C 0.76077 -1.17839 4.83989
C -0.55303 -1.08137 4.42207
C -0.78003 -0.43795 3.16574
N 0.22016 0.13225 2.46555
C -2.18835 -0.26262 2.61136
C -3.26012 -0.45004 3.49595
C -4.59232 -0.60564 2.93638
C -4.80947 -0.41696 1.57880
C -3.67312 -0.31825 0.69158
N -2.42358 -0.22734 1.24778
C -3.74364 -0.15240 -0.73046
C -5.00202 -0.19345 -1.34938
C -5.04101 -0.06439 -2.75215
C -3.87069 -0.30803 -3.49166
C -2.61707 -0.39924 -2.72191
C -1.44741 -0.81018 -3.43864
N -2.57250 -0.23024 -1.40283
H 2.36664 1.05882 1.21070
H 3.09406 -0.62731 1.38954
H 3.48147 0.67251 2.42818
H 2.86579 -0.77124 4.42616
H 0.92925 -1.40157 5.90543
H -1.30233 -1.52860 5.07795
H -3.14009 -0.29044 4.59260
H -5.47500 -0.79021 3.54625
H -5.78552 -0.27703 1.15200
H -5.85380 -0.07870 -0.63798
H -5.95422 0.07363 -3.25254
H -3.73443 -0.45844 -4.61266
H -1.67432 -0.65106 -4.55773
H -1.44052 -1.92546 -3.18318
H -0.53412 -0.30583 -3.18933
O -0.18290 -2.74716 -0.83239
N 0.89074 -3.59770 -0.66037
C 1.93528 -3.19123 0.06758
C 2.96240 -4.21919 0.03260
C 4.24149 -3.95749 0.53426
C 5.11953 -5.08872 0.67665
C 4.81477 -6.23170 -0.10977
C 3.66920 -6.36786 -0.91673
C 2.58999 -5.46123 -0.57692
P 0.92644 -5.36855 -1.10004
C -0.24272 -5.98238 0.05985
C -1.30873 -6.89398 -0.21825
C -2.29266 -7.19947 0.68136
C -2.24190 -6.78957 2.02673
C -1.15347 -6.00966 2.31547
C -0.20722 -5.59995 1.40645
C 0.48511 -5.57997 -2.80027
C 1.53045 -5.63283 -3.79610
C 1.20462 -5.90949 -5.11350
C -0.15883 -5.95309 -5.49064
C -1.14394 -5.89402 -4.55549
C -0.86204 -5.73892 -3.17583
H -0.91745 -3.20920 -0.28892
H 2.04352 -2.06760 0.22773
H 4.39929 -2.98087 1.03772
H 5.95448 -4.88286 1.31886
H 5.58319 -7.01502 -0.00040
H 3.63699 -7.27322 -1.48657
H -1.19351 -7.57548 -1.13884
H -3.15404 -7.66487 0.25693
H -2.78211 -7.27406 2.82045
H -1.00676 -5.77322 3.32803
H 0.64079 -5.04572 1.78585
H 2.53455 -5.43823 -3.49556
H 1.95995 -6.11890 -5.81672
H -0.48175 -6.02415 -6.51031
H -2.18960 -5.96048 -4.86150
H -1.77125 -5.65381 -2.57672
C 0.16684 6.15670 -2.49112
C -1.08957 5.62541 -1.80572
C -2.00414 6.85266 -1.72004
C -1.78637 4.44368 -2.51243
O -0.63474 5.06610 -0.54203
Si 0.66798 4.20747 -0.05765
S 1.34326 2.53312 -1.18004
O 0.07250 3.49968 1.31472
C -0.56283 4.30156 2.36717
C -0.13949 5.78453 2.36829
C -0.14490 3.50636 3.66773
C -2.08001 4.35392 2.13560
O 1.94376 5.19502 0.35593
C 3.40684 5.24043 0.13244
C 3.90701 6.49441 0.78432
C 3.71641 5.24577 -1.28890
C 4.14043 4.01675 0.82050
H -0.19540 6.14366 -3.49674
H 1.13491 5.66500 -2.42368
H 0.13931 7.20050 -2.22341
H -1.83584 7.43006 -2.67218
H -1.65978 7.50729 -0.85283
H -3.05093 6.59862 -1.54313
H -2.84928 4.49862 -2.41876
H -1.40619 3.48768 -2.03208
H -1.47997 4.53483 -3.57233
H -0.42597 6.11554 3.35097
H -0.53809 6.23909 1.46765
H 0.92827 5.88162 2.15048
H -0.76515 3.81703 4.51585
H 0.89746 3.68066 4.00732
H -0.45744 2.52412 3.43201
H -2.57713 5.17606 2.69885
H -2.54527 3.40514 2.51053
H -2.22138 4.51542 1.06019
H 3.65474 6.41713 1.80380
H 3.28998 7.19845 0.27028
H 4.90895 6.69889 0.55121
H 3.46002 4.34207 -1.87533
H 4.79197 5.50478 -1.62660
H 3.09237 5.87139 -1.89439
H 5.18450 3.93321 0.40718
H 3.68706 3.05475 0.49983
H 4.14111 4.09120 1.95099
*
```



Entry 4:
A 2-piece molecular cluster, C2H5N3O2S overall, computed with ωB97M-V/def2-TZVPD.

Calculated values
Energy relative to the best compared isomer or geometry (same formula, charge and spin) (kJ/mol): 487.3
Structure (SMILES): C/N=[N+](\[O-])O.N=C=S
Frontier orbital gap (eV): 9.8
F_max (hartree/bohr): 0.06400

ORCA input file:
```
! RIJCOSX wB97M-V def2-TZVPD def2/J DEFGRID3
* xyz 0 1
C 1.02576 0.81449 -0.94779
N 0.39207 0.31191 0.24473
N 0.94107 -0.67052 0.82342
O 1.83077 -1.39974 0.42331
O 0.36999 -0.93389 2.05633
H 2.11745 0.79912 -0.90188
H 0.78962 0.17681 -1.79253
H 0.63914 1.89918 -1.09664
H -0.16121 -0.08977 2.09384
N -2.10163 -1.02282 -1.64452
C -2.12686 -0.53313 -0.56368
S -2.64047 -0.29910 0.84690
H -1.34434 -1.21915 -2.31146
*
```



Entry 5:
C4H4F2S2 as an isolated structure, computed with ωB97M-V/def2-TZVPD.

Calculated values
Energy relative to the best compared isomer or geometry (same formula, charge and spin) (kJ/mol): 78.7
Frontier orbital gap (eV): 8.5
F_max (hartree/bohr): 0.08012

ORCA input file:
```
! RIJCOSX wB97M-V def2-TZVPD def2/J DEFGRID3
* xyz 0 1
C 1.57023 -0.33438 -0.34349
C 0.36602 -0.36097 0.50704
C -1.99221 -0.22583 -0.06184
C -0.70374 0.72860 0.07306
H 2.36246 -1.22543 -0.19538
H 1.52041 -0.45742 -1.44058
H 2.09134 0.62613 -0.01505
H 0.56517 -0.43426 1.63064
F -0.86753 1.77950 0.93150
F -0.32419 1.43348 -0.98674
S -1.05769 -1.60156 0.08488
S -3.53027 0.07216 -0.18405
*
```



Entry 6:
C4H7N5OS as an isolated structure, computed with ωB97M-V/def2-TZVPD.

Calculated values
Energy relative to the best compared isomer or geometry (same formula, charge and spin) (kJ/mol): 265.9
Frontier orbital gap (eV): 9.3
F_max (hartree/bohr): 0.13489

ORCA input file:
```
! RIJCOSX wB97M-V def2-TZVPD def2/J DEFGRID3
* xyz 0 1
C 2.25976 -0.39252 0.65324
C 1.18943 -0.13792 -0.30752
C -1.38042 1.11396 0.22441
C 0.45285 1.10273 -0.48793
N 2.46724 -1.70695 0.65939
N 0.96238 -1.33423 -0.97485
N 1.71779 -2.19836 -0.29478
N -3.09262 -0.55456 0.15831
N -1.87991 -0.05862 -0.23228
O -1.80182 1.87954 1.02679
S 1.33293 2.49067 0.20848
H 2.73407 0.26533 1.20555
H 0.27867 1.23250 -1.51444
H 1.85162 -3.13478 -0.48449
H -3.25678 -0.21210 1.12091
H -2.91448 -1.55635 0.22750
H -1.47340 -0.40367 -1.08859
H 0.55268 3.60531 -0.09971
*
```